Model 1:
Computed, not measured: a molecular structure, CHLiO2Zn, with the ωB97M-V functional and the def2-TZVPD basis.

Element x y z (Å)
O (0.29641, 1.14448, 2.86542)
C (0.74435, 0.67011, 1.82770)
H (1.75302, 0.21538, 1.77021)
O (-0.05763, 0.33663, 0.86034)
Li (-1.56758, 1.08422, 2.17717)
Zn (-0.01158, -0.23245, -0.78679)

HOMO energy = -20.81 eV
Total charge = +2
2S+1 = 1

The molecule's Löwdin atomic charges, reported in e, are given here:
1 O 0.075
2 C -0.389
3 H 0.176
4 O -0.256
5 Li 0.885
6 Zn 1.508

Model 2:
Computed, not measured: a molecular structure, CHLiO2Zn, with the ωB97M-V functional and the def2-TZVPD basis.

Element x y z (Å)
H (-0.08677, 0.03039, -0.67068)
O (-1.19408, -0.62289, 0.60562)
C (-0.78247, -0.87529, -0.55752)
O (-1.67679, -1.11764, -1.44371)
Li (-1.10324, -1.52966, -3.18457)
Zn (-3.00275, -1.51540, 0.11756)

HOMO energy = -21.85 eV
Total charge = +2
2S+1 = 1

The molecule's Löwdin atomic charges, reported in e, are given here:
1 H 0.233
2 O 0.025
3 C -0.399
4 O -0.186
5 Li 0.897
6 Zn 1.430

Most stable = model 1

Model 1:
Computed, not measured: a single C4H5NO2 molecule, with the ωB97M-V functional and the def2-TZVPD basis.

Element x y z (Å)
H (1.26416, -1.38848, -2.01597)
N (0.29331, -1.14292, -1.82834)
C (0.05168, -0.58040, -0.74335)
C (1.03694, 0.02053, 0.30838)
C (0.84940, 0.18424, 1.61396)
C (-1.21989, 0.05968, -0.30444)
O (-2.03618, -0.50346, 0.38846)
O (-1.46214, 1.21733, -0.95019)
H (2.04556, 0.01926, -0.08191)
H (-0.13701, 0.26626, 2.04537)
H (1.67130, 0.32613, 2.29632)
H (-2.35712, 1.52185, -0.72829)

HOMO energy = -9.92 eV
Structure (SMILES) = [H]/N=C(\C=C)C(=O)O
2S+1 = 1

The molecule's Löwdin atomic charges, reported in e, are given here:
1 H 0.070
2 N 0.187
3 C -0.288
4 C -0.088
5 C 0.044
6 C -0.525
7 O 0.116
8 O 0.126
9 H 0.093
10 H 0.066
11 H 0.064
12 H 0.135

Model 2:
Computed, not measured: 2 unconnected molecules or ions with the total composition C4H5NO2, with the ωB97M-V functional and the def2-TZVPD basis.

Element x y z (Å)
O (3.24113, -0.03074, -0.60628)
C (2.10830, -0.18552, -0.74742)
C (0.63735, 0.48036, 0.68113)
C (-0.35710, 1.14165, -0.17314)
N (-0.31804, -0.33492, -0.20580)
C (-1.40971, -1.09662, 0.32336)
O (-2.44852, -0.62612, 0.69766)
H (0.40470, -0.70812, -0.91818)
H (0.37343, 0.39281, 1.73843)
H (-0.03234, 1.56769, -1.12533)
H (-1.29196, 1.55078, 0.21074)
H (-1.17949, -2.17035, 0.36334)

HOMO energy = -8.06 eV
2S+1 = 1

The molecule's Löwdin atomic charges, reported in e, are given here:
1 O 0.042
2 C -0.075
3 C -0.112
4 C -0.131
5 N -0.133
6 C -0.232
7 O 0.096
8 H 0.090
9 H 0.087
10 H 0.110
11 H 0.112
12 H 0.145

Model 3:
Computed, not measured: a single C4H5NO2 molecule, with the ωB97M-V functional and the def2-TZVPD basis.

Element x y z (Å)
C (-0.52063, -2.02776, -0.58887)
O (-0.14005, -0.73932, -1.05287)
C (-0.00197, 0.18866, -0.10415)
C (0.69096, 1.40565, -0.34048)
C (0.46598, 2.09349, 0.80143)
O (-0.22464, 1.34339, 1.67275)
N (-0.51125, 0.11419, 1.10019)
H (0.33595, -2.48464, -0.08136)
H (-1.37088, -1.96515, 0.09742)
H (-0.78368, -2.59950, -1.47917)
H (1.37607, 1.56780, -1.15337)
H (0.68412, 3.10318, 1.12849)

HOMO energy = -9.74 eV
Structure (SMILES) = COc1ccon1
2S+1 = 1

The molecule's Löwdin atomic charges, reported in e, are given here:
1 C -0.065
2 O -0.052
3 C -0.409
4 C 0.026
5 C -0.106
6 O -0.041
7 N 0.128
8 H 0.097
9 H 0.088
10 H 0.092
11 H 0.114
12 H 0.130

Most stable = model 1

Model 1:
Computed, not measured: a single C2H4N2O2 molecule, with the ωB97M-V functional and the def2-TZVPD basis.

Element x y z (Å)
C (1.07123, 1.40896, 0.07360)
N (0.68621, 0.19971, 0.03465)
O (1.43963, -0.84299, 0.05418)
C (-0.75593, -0.17610, 0.02842)
N (-1.06691, -1.42498, 0.07576)
O (-1.71673, 0.73900, 0.00257)
H (2.18461, 1.63673, 0.00230)
H (0.45879, 2.21214, -0.16199)
H (-0.25622, -2.15496, -0.07180)
H (-2.04468, -1.59751, -0.03768)

HOMO energy = -9.54 eV
Structure (SMILES) = C=[N+]([O-])C(N)=O
2S+1 = 1

The molecule's Löwdin atomic charges, reported in e, are given here:
1 C 0.111
2 N -0.241
3 O -0.102
4 C -0.428
5 N 0.184
6 O -0.039
7 H 0.134
8 H 0.071
9 H 0.183
10 H 0.126

Model 2:
Computed, not measured: a single C2H4N2O2 molecule, with the ωB97M-V functional and the def2-TZVPD basis.

Element x y z (Å)
H (-2.43899, -0.26191, 0.30403)
N (-1.65327, -0.92468, 0.39950)
C (-0.70678, -0.26577, 0.02174)
N (-0.64963, 1.11936, -0.41722)
O (0.40723, -1.07760, -0.30356)
C (1.63337, -0.62103, -0.11333)
O (2.03257, 0.35687, 0.47198)
H (0.30381, 1.45684, -0.07875)
H (-1.19163, 1.72071, 0.35949)
H (2.26332, -1.50280, -0.64388)

HOMO energy = -10.59 eV
Structure (SMILES) = [H]/N=C(\N)OC=O
2S+1 = 1

The molecule's Löwdin atomic charges, reported in e, are given here:
1 H 0.084
2 N 0.176
3 C -0.531
4 N 0.091
5 O 0.050
6 C -0.355
7 O 0.067
8 H 0.081
9 H 0.152
10 H 0.185

Model 3:
Computed, not measured: a single C2H4N2O2 molecule, with the ωB97M-V functional and the def2-TZVPD basis.

Element x y z (Å)
N (0.12826, 1.12749, 0.80822)
N (-0.27512, 0.03579, -0.03477)
C (0.71060, -0.36449, -1.25954)
O (0.62507, -1.27147, -2.03936)
C (-0.99888, -0.84053, 0.67967)
O (-1.18230, -1.90289, 0.21424)
H (-0.16915, 1.85212, 0.30352)
H (1.15789, 1.16147, 0.94968)
H (1.60840, 0.39103, -1.10825)
H (-1.60477, -0.18851, 1.48659)

HOMO energy = -10.03 eV
Structure (SMILES) = NN(C=O)C=O
2S+1 = 1

The molecule's Löwdin atomic charges, reported in e, are given here:
1 N 0.052
2 N -0.119
3 C -0.148
4 O 0.097
5 C -0.397
6 O 0.076
7 H 0.023
8 H 0.101
9 H 0.146
10 H 0.169

Most stable = model 2

Model 1:
Computed, not measured: a single C2H4N2O2 molecule, with the ωB97M-V functional and the def2-TZVPD basis.

Element x y z (Å)
N (1.61158, 0.19446, -0.10604)
C (0.69503, -0.04529, 0.77816)
O (0.92514, -0.16413, 2.03183)
N (-0.72420, -0.37531, 0.21321)
C (-1.34775, 0.25643, -0.82246)
O (-1.31004, 0.02557, -2.04053)
H (1.51982, -0.18760, -1.07007)
H (2.61462, 0.44855, 0.06172)
H (-1.29282, -0.22801, 1.07809)
H (-2.05775, 1.07473, -0.48447)

HOMO energy = -10.47 eV
Structure (SMILES) = NC(=O)NC=O
2S+1 = 1

The molecule's Löwdin atomic charges, reported in e, are given here:
1 N 0.162
2 C -0.493
3 O -0.002
4 N 0.094
5 C -0.357
6 O 0.025
7 H 0.138
8 H 0.155
9 H 0.137
10 H 0.139

Model 2:
Computed, not measured: a single C2H4N2O2 molecule, with the ωB97M-V functional and the def2-TZVPD basis.

Element x y z (Å)
O (2.68451, -0.51214, 0.00507)
C (1.76378, 0.28464, 0.05117)
N (0.43184, -0.08131, -0.06608)
C (-0.65359, 0.78667, -0.08509)
N (-1.91302, 0.53271, 0.03171)
O (-2.05624, -0.83459, -0.00163)
H (1.89100, 1.34288, 0.25203)
H (0.16040, -1.02687, -0.11126)
H (-0.34604, 1.85905, -0.00411)
H (-3.02442, -0.98882, 0.27993)

HOMO energy = -9.43 eV
Structure (SMILES) = O=CN/C=N\O
2S+1 = 1

The molecule's Löwdin atomic charges, reported in e, are given here:
1 O 0.040
2 C -0.304
3 N 0.083
4 C -0.203
5 N -0.028
6 O -0.110
7 H 0.126
8 H 0.120
9 H 0.134
10 H 0.142

Model 3:
Computed, not measured: 2 unconnected molecules or ions with the total composition C2H4N2O2, with the ωB97M-V functional and the def2-TZVPD basis.

Element x y z (Å)
N (1.83299, -0.17233, -0.02690)
C (0.47930, -0.03478, 0.11899)
O (0.04121, -0.54204, 1.27677)
N (-0.35241, 0.46903, -0.72130)
C (-2.48329, -0.16766, 0.19960)
O (-3.25818, 0.14818, -0.57117)
H (2.35856, -0.37467, 0.81082)
H (2.26677, 0.46990, -0.66826)
H (0.05371, 0.73396, -1.60832)
H (-0.93866, -0.52960, 1.18978)

HOMO energy = -9.55 eV
2S+1 = 1

The molecule's Löwdin atomic charges, reported in e, are given here:
1 N 0.143
2 C -0.623
3 O 0.040
4 N 0.078
5 C 0.022
6 O 0.069
7 H 0.101
8 H 0.098
9 H 0.059
10 H 0.012

Model 4:
Computed, not measured: 2 unconnected molecules or ions with the total composition C2H4N2O2, with the ωB97M-V functional and the def2-TZVPD basis.

Element x y z (Å)
C (-0.15877, -1.71348, -1.77591)
N (0.87252, -2.17696, -2.00733)
O (1.98504, -2.42700, -2.21334)
H (-1.16997, -1.97677, -1.68038)
C (-0.52554, 0.56499, 1.51501)
N (-0.55317, -0.11262, 0.46114)
O (0.16239, 0.29443, -0.58489)
H (-1.19776, 0.21664, 2.24803)
H (-0.20885, 1.63811, 1.66056)
H (0.61778, 1.06152, -0.60295)

HOMO energy = -9.26 eV
Structure (SMILES) = C#[N+][O-].C=NO
2S+1 = 1

The molecule's Löwdin atomic charges, reported in e, are given here:
1 C 0.093
2 N -0.235
3 O 0.042
4 H 0.077
5 C -0.037
6 N -0.080
7 O -0.061
8 H 0.050
9 H 0.101
10 H 0.050

Most stable = model 3

Model 1:
Computed, not measured: 2 unconnected molecules or ions with the total composition C2H4N2O2, with the ωB97M-V functional and the def2-TZVPD basis.

Element x y z (Å)
O (-2.79036, 0.92323, 0.00234)
C (-3.08456, -0.18541, 0.02686)
O (-3.32732, -1.29367, -0.06322)
C (0.51182, 1.15782, -0.26388)
N (0.18297, 0.08292, -0.87296)
N (-0.25963, -0.96542, -0.19864)
H (0.42715, 1.22056, 0.80075)
H (0.81732, 2.08304, -0.65292)
H (-0.11666, -0.83476, 0.81893)
H (-0.56237, -1.75813, -0.67205)

HOMO energy = -8.88 eV
Structure (SMILES) = O=C=O.C=NN
2S+1 = 1

The molecule's Löwdin atomic charges, reported in e, are given here:
1 O 0.202
2 C -0.473
3 O 0.208
4 C -0.081
5 N -0.127
6 N -0.004
7 H 0.047
8 H 0.039
9 H 0.117
10 H 0.073

Model 2:
Computed, not measured: a single C2H4N2O2 molecule, with the ωB97M-V functional and the def2-TZVPD basis.

Element x y z (Å)
C (-1.32634, -0.11560, 1.17338)
C (-0.27093, 0.56346, 0.88662)
N (0.80079, 0.14852, 0.15227)
O (0.73587, -0.80543, -0.82565)
N (1.20204, -0.37033, -2.05270)
O (1.22518, -1.28379, -2.83292)
H (-1.56387, -1.01415, 0.68065)
H (-2.05810, 0.41788, 1.84926)
H (-0.02579, 1.51826, 1.15441)
H (1.28116, 0.94118, -0.18532)

HOMO energy (alpha / beta) = -8.90 / -8.90 eV
Structure (SMILES) = C=CNON=O
2S+1 = 1

The molecule's Löwdin atomic charges, reported in e, are given here:
1 C 0.010
2 C -0.247
3 N -0.036
4 O -0.063
5 N -0.023
6 O 0.036
7 H 0.044
8 H 0.082
9 H 0.092
10 H 0.106

Most stable = model 1